# 1
Below is a cluster of 8 separate species, C29H60F4N12O21PS in total in a non-equilibrium geometry, with properties calculated with ωB97M-V with the def2-TZVPD basis set.

```
128
Properties=species:S:1:pos:R:3:forces:R:3:lowdin_charge:R:1
C -2.880 1.520 -6.601 0.6 -0.7 0.0 -0.092
C -1.751 0.668 -7.247 -1.2 -0.4 0.7 -0.228
C -1.362 -0.456 -6.259 0.3 0.0 0.2 -0.215
C -0.250 -0.068 -5.250 -0.2 0.3 -0.1 -0.177
C -0.813 0.481 -3.902 0.6 0.9 -1.1 -0.158
N 0.057 0.208 -2.726 -1.0 -0.5 -1.5 -0.067
P 1.615 1.088 -2.714 1.1 1.8 1.5 0.828
N 1.975 1.732 -1.341 0.0 -0.3 -0.4 -0.233
C -0.334 -0.589 -1.774 1.2 -1.5 1.8 -0.282
N 0.513 -0.729 -0.652 0.1 0.0 -0.1 -0.033
C 1.602 -1.718 -0.624 0.9 0.1 -0.1 -0.075
C 1.975 -2.414 -1.931 0.7 -0.3 0.4 -0.260
O 1.327 -3.660 -2.068 -0.6 0.4 -0.1 0.011
C 3.488 -2.740 -1.889 -1.4 -0.2 -2.0 -0.659
F 4.244 -1.674 -1.840 0.7 1.1 0.7 0.189
F 3.795 -3.616 -0.979 0.4 -0.4 1.6 0.207
F 3.759 -3.326 -3.067 0.2 -0.4 -0.8 0.147
C -0.460 -0.702 0.443 -0.5 2.3 0.2 -0.550
S 0.106 -0.882 2.163 0.5 -1.3 0.0 0.944
C -0.978 0.817 0.350 -0.4 0.1 0.5 -0.140
O -1.287 1.378 1.641 -0.4 -0.4 -0.7 -0.122
C -1.734 2.673 1.444 -2.9 -1.1 -0.6 -0.543
C -3.184 2.936 1.065 -0.3 -1.0 0.2 0.037
O -1.016 3.570 1.560 3.1 2.8 0.7 0.186
C -1.536 -1.704 -0.097 -1.3 0.7 1.1 -0.300
C -2.994 -1.437 0.337 0.0 0.3 1.0 -0.086
C -3.206 -1.650 1.865 -0.9 -0.3 -0.6 -0.159
C -3.757 -0.422 2.608 0.3 -0.2 0.7 -0.140
C -3.369 -0.563 4.091 -0.2 -0.3 0.0 -0.153
O -3.102 0.723 4.702 0.0 -0.1 -0.8 -0.028
C -1.827 0.811 5.147 -0.8 2.0 -1.5 -0.371
O -1.382 0.145 5.991 1.3 -2.0 2.0 0.123
C -1.182 -3.160 0.252 0.2 -0.7 -1.2 -0.119
O -2.335 -4.027 0.246 0.2 0.5 0.4 -0.101
N -2.065 -5.121 -0.601 0.0 -0.8 -0.1 -0.027
O -2.712 -6.043 -0.319 0.0 0.4 -0.2 0.119
N -1.477 -1.297 -1.539 0.8 0.1 -1.0 0.128
C -2.158 -2.107 -2.508 -0.8 -1.0 -0.6 -0.303
C -1.347 -2.715 -3.657 -0.1 -0.4 0.1 0.029
F -3.269 -1.472 -3.059 0.2 0.6 0.2 0.013
H -3.647 0.829 -6.235 -0.1 0.2 -0.1 0.074
H -3.347 2.192 -7.320 0.2 0.2 0.3 0.076
H -2.485 2.030 -5.715 -0.2 0.4 -0.3 0.062
H -2.200 0.177 -8.113 0.4 0.2 -0.2 0.107
H -0.901 1.290 -7.533 0.0 -0.2 -0.2 0.106
H -1.073 -1.374 -6.781 0.1 0.2 -0.1 0.114
H -2.260 -0.710 -5.684 0.0 -0.1 -0.2 0.083
H 0.326 0.737 -5.725 0.1 -0.1 0.2 0.106
H 0.472 -0.872 -5.082 -0.3 -0.1 0.0 0.094
H -1.866 0.245 -3.744 0.3 -0.4 0.4 0.120
H -0.777 1.570 -4.031 -0.2 -0.1 0.3 0.108
H 2.593 0.186 -3.172 -0.7 -0.3 -0.2 0.021
H 1.453 2.119 -3.669 -0.3 -0.9 -0.4 0.055
H 2.035 2.741 -1.461 -0.1 -0.1 0.3 -0.010
H 2.501 -1.188 -0.283 -0.2 0.1 -0.1 0.134
H 1.454 -2.516 0.113 -0.4 0.2 -0.1 0.132
H 1.851 -1.822 -2.843 -0.1 0.2 0.2 0.120
H 1.298 -3.876 -3.009 0.1 -0.2 0.2 0.112
H 1.325 -0.288 2.148 -0.4 0.1 -0.5 -0.066
H -1.889 0.910 -0.257 0.3 -0.3 -0.1 0.115
H -0.206 1.462 -0.087 0.2 -0.5 0.0 0.114
H -3.842 2.624 1.884 0.1 0.0 -0.1 0.092
H -3.366 3.994 0.855 0.4 -0.3 0.0 0.065
H -3.463 2.327 0.197 -0.1 0.2 0.1 0.086
H -3.325 -0.421 0.100 0.3 -0.1 -0.2 0.117
H -3.676 -2.097 -0.203 0.3 0.0 -0.1 0.122
H -3.964 -2.435 1.960 0.3 -0.1 0.1 0.127
H -2.319 -2.070 2.350 0.0 0.3 -0.1 0.079
H -4.847 -0.388 2.521 0.1 0.0 -0.1 0.126
H -3.381 0.530 2.239 0.2 -0.3 -0.1 0.073
H -4.151 -1.107 4.630 0.1 0.4 0.2 0.136
H -2.463 -1.166 4.203 -0.1 0.0 -0.1 0.105
H -1.225 1.596 4.657 -0.4 0.2 -0.1 0.151
H -0.501 -3.571 -0.507 0.0 0.1 0.2 0.111
H -0.700 -3.291 1.222 -0.1 0.4 0.0 0.107
H -2.598 -2.946 -1.969 0.1 0.2 0.3 0.137
H -1.332 -3.802 -3.532 0.1 0.1 0.1 0.098
H -0.312 -2.394 -3.731 -0.1 0.3 -0.1 0.055
H -1.893 -2.549 -4.583 0.2 0.2 0.0 0.086
C 1.271 -1.213 7.190 0.0 0.2 0.1 0.053
N 2.565 -1.897 6.917 -0.1 0.1 0.1 -0.425
O 3.582 -1.393 7.356 -0.2 -0.3 -0.2 0.057
O 2.513 -2.921 6.262 0.2 0.1 0.1 0.056
H 1.466 -0.318 7.771 0.1 0.0 0.0 0.101
H 0.826 -0.963 6.232 -0.1 -0.1 0.0 0.077
H 0.643 -1.905 7.743 0.0 0.0 -0.1 0.110
C 6.024 3.085 -2.273 0.1 0.2 0.1 0.062
N 4.725 2.818 -2.946 0.0 0.1 0.0 -0.435
O 3.932 3.734 -3.039 0.0 -0.3 0.0 0.058
O 4.537 1.687 -3.361 -0.1 0.2 0.0 0.009
H 6.044 4.123 -1.960 -0.1 0.0 -0.1 0.100
H 6.090 2.419 -1.417 0.0 -0.1 -0.1 0.106
H 6.813 2.880 -2.991 0.0 -0.1 0.0 0.107
C 5.291 -6.272 0.005 0.1 0.2 -0.1 0.026
N 6.105 -7.494 0.257 0.1 -0.1 0.0 -0.453
O 7.284 -7.451 -0.029 -0.2 -0.1 0.1 0.076
O 5.522 -8.448 0.733 0.1 0.2 -0.1 0.065
H 5.933 -5.507 -0.416 0.1 -0.1 0.0 0.089
H 4.502 -6.543 -0.691 0.0 0.0 0.1 0.097
H 4.880 -5.952 0.959 -0.1 -0.1 0.0 0.096
C -2.057 7.362 0.619 0.0 0.2 0.1 0.055
N -3.350 7.060 -0.057 0.0 0.1 0.0 -0.434
O -4.151 7.964 -0.178 0.1 -0.2 0.0 0.072
O -3.514 5.917 -0.444 0.0 0.2 0.0 0.045
H -2.053 8.408 0.907 -0.1 0.0 0.0 0.096
H -1.985 6.718 1.492 0.0 -0.1 -0.1 0.099
H -1.261 7.150 -0.089 0.0 -0.1 0.0 0.103
C 5.782 0.271 6.785 0.0 0.1 -0.1 0.014
N 6.870 1.288 6.720 0.0 0.1 -0.1 -0.450
O 6.777 2.158 5.871 0.1 -0.1 0.2 0.054
O 7.774 1.175 7.521 -0.1 0.1 -0.2 0.071
H 5.053 0.500 6.016 0.1 0.1 0.0 0.086
H 6.231 -0.703 6.616 0.0 0.0 0.1 0.102
H 5.335 0.328 7.771 0.1 -0.1 0.0 0.092
C -6.069 9.990 -2.100 0.2 0.0 0.1 0.037
N -6.313 10.296 -3.537 0.0 0.0 -0.1 -0.453
O -5.373 10.185 -4.302 -0.2 0.0 0.1 0.060
O -7.439 10.633 -3.842 0.2 -0.1 0.0 0.065
H -5.031 9.705 -1.976 0.0 0.0 -0.1 0.074
H -6.295 10.888 -1.531 -0.1 0.0 0.0 0.102
H -6.730 9.174 -1.821 -0.1 0.1 0.0 0.101
C 1.960 -5.758 4.748 0.2 0.2 -0.1 0.041
N 0.511 -5.680 4.409 0.0 0.0 0.0 -0.445
O 0.110 -4.655 3.879 0.0 -0.2 0.0 0.029
O -0.171 -6.643 4.682 0.0 0.2 -0.1 0.081
H 2.433 -4.831 4.448 -0.1 0.0 0.1 0.076
H 2.043 -5.904 5.821 0.0 -0.1 0.0 0.103
H 2.377 -6.602 4.204 -0.1 -0.1 0.1 0.101
```
Positions in Å, forces in eV/Å.

Computed properties:
* relative energy (zero: lowest compared OMol25 entry of this formula, charge and spin): 189.1 kJ/mol
* HOMO: -0.449 hartree
* charge: +1



# 2
Below is a cluster of 5 separate species, C29H61B2ClF4N9O11S2 in total in a non-equilibrium geometry, with properties calculated with ωB97M-V with the def2-TZVPD basis set.

```
119
Properties=species:S:1:pos:R:3:forces:R:3:lowdin_charge:R:1
C 4.697 -3.720 4.325 0.5 -0.5 0.6 0.024
C 3.984 -3.363 3.287 -1.3 0.6 -0.6 -0.149
C 2.713 -2.517 3.523 0.8 -2.8 0.2 -0.137
N 2.224 -2.018 2.226 -1.7 2.0 1.8 0.036
C 1.093 -2.547 1.732 0.3 -0.2 -0.3 -0.318
N 0.798 -3.813 1.856 -0.3 -0.7 -0.3 0.135
O 1.638 -4.758 2.417 0.2 -0.3 0.0 0.147
B 2.315 -5.565 1.463 0.3 -0.5 -0.8 -0.802
O 2.365 -6.911 1.658 0.7 0.6 1.1 0.230
O 2.886 -5.041 0.329 -1.3 0.4 0.0 0.177
B -0.531 -4.433 1.406 -0.9 0.3 0.1 -0.630
O -1.485 -4.499 2.377 1.1 -0.3 0.1 0.223
N -0.750 -4.911 0.062 -0.9 -0.2 0.4 -0.089
C -2.124 -4.414 -0.294 0.1 0.4 0.2 -0.069
C -0.814 -6.408 0.022 1.0 0.2 -0.6 -0.033
N 0.097 -1.888 0.968 2.1 -0.1 -0.2 -0.215
S 0.377 -2.029 -0.797 -0.5 -0.1 -0.6 0.951
C -0.194 -0.500 1.402 -2.5 0.4 0.7 -0.382
C -1.584 -0.670 2.145 -0.1 -0.3 -0.6 0.002
C -0.651 0.401 0.218 -0.3 0.0 -0.3 -0.142
O -1.402 1.537 0.733 1.4 -0.5 0.2 0.031
C -2.243 2.047 -0.174 -0.1 1.0 0.1 -0.780
F -1.725 2.102 -1.394 0.5 -0.5 -0.6 0.166
F -2.532 3.281 0.153 -0.1 1.1 0.7 0.211
F -3.383 1.395 -0.223 -0.8 -1.1 -0.3 0.207
C 0.898 0.103 2.310 -0.2 1.3 0.4 -0.233
C 0.906 1.665 2.403 0.4 0.2 -0.2 -0.172
C 1.471 2.521 1.244 -0.2 0.6 0.3 -0.045
S 0.467 -0.273 4.101 1.1 -1.4 1.8 0.708
O 1.543 0.052 4.950 0.9 1.3 0.2 -0.221
O 0.050 -1.627 4.297 -1.1 -0.1 -1.0 -0.261
F -0.682 0.709 4.584 0.1 -0.5 -1.0 -0.122
C 2.315 -0.526 2.049 1.2 0.4 -2.4 -0.370
N 3.346 0.056 2.812 -0.6 -1.1 1.6 0.116
C 2.837 -0.310 0.497 0.6 0.5 0.1 -0.505
Cl 3.591 -1.830 -0.162 -0.5 0.3 0.1 0.757
C 4.020 0.678 0.359 0.8 0.2 -0.8 -0.306
C 4.319 0.968 -1.155 -1.3 -0.4 1.0 -0.106
H 5.761 -3.905 4.247 -0.2 -1.0 0.1 0.072
H 4.148 -3.827 5.260 0.7 0.8 0.5 0.083
H 4.223 -3.668 2.271 0.5 0.9 -0.1 0.094
H 2.981 -1.793 4.285 -0.3 0.8 -0.8 0.115
H 1.932 -3.111 4.008 0.1 0.1 -0.3 0.125
H 2.606 -7.069 2.587 -0.6 -0.6 -0.1 0.136
H 2.253 -5.155 -0.399 0.5 0.0 -0.2 0.119
H -1.017 -4.486 3.229 -0.7 0.3 0.2 0.130
H -2.204 -4.203 -1.362 0.1 -0.3 0.0 0.093
H -2.872 -5.132 0.054 -0.1 0.1 -0.3 0.100
H -2.347 -3.471 0.222 0.1 -0.1 -0.1 0.075
H 0.170 -6.787 -0.284 -0.1 -0.1 0.3 0.084
H -1.493 -6.690 -0.782 -0.1 -0.1 0.2 0.097
H -1.101 -6.870 0.973 -0.2 0.1 -0.2 0.106
H 1.326 -2.987 -0.838 -0.2 0.3 0.4 -0.110
H -1.896 0.223 2.685 0.1 -0.3 0.1 0.095
H -1.619 -1.589 2.725 0.2 0.4 0.2 0.078
H -2.332 -0.815 1.358 0.1 0.1 0.1 0.102
H -1.413 -0.129 -0.363 0.6 -0.5 -0.1 0.117
H 0.144 0.729 -0.447 -0.1 0.2 0.1 0.103
H -0.088 2.041 2.646 0.0 -0.4 -0.1 0.113
H 1.500 1.903 3.293 -0.1 -0.1 -0.1 0.108
H 2.419 2.965 1.553 0.0 -0.2 -0.2 0.081
H 0.807 3.377 1.094 0.0 -0.2 0.0 0.092
H 1.598 2.055 0.270 0.0 -0.1 0.2 0.068
H 3.346 1.044 2.966 0.1 -0.1 0.0 0.105
H 4.225 -0.431 2.851 0.1 0.2 -0.2 0.120
H 2.064 0.065 -0.171 -0.1 -0.7 -0.1 0.050
H 3.910 1.626 0.880 -0.4 -0.2 0.1 0.079
H 4.927 0.209 0.749 -0.2 0.1 0.3 0.090
H 5.092 0.282 -1.494 -0.1 0.2 -0.3 0.070
H 4.598 2.011 -1.311 0.1 -0.1 0.0 0.080
H 3.391 0.755 -1.719 0.8 0.3 0.1 0.040
C 3.612 1.210 -4.481 0.1 -0.1 0.1 -0.336
O 3.181 0.419 -3.654 -0.3 0.0 -0.7 -0.029
N 2.885 1.833 -5.418 0.2 0.1 0.0 -0.194
C 3.480 2.761 -6.364 -0.2 -0.1 0.0 -0.047
C 1.459 1.575 -5.494 0.0 -0.2 0.2 -0.036
H 4.680 1.481 -4.518 0.0 0.0 0.0 0.141
H 3.015 3.742 -6.253 0.1 0.0 -0.1 0.092
H 3.317 2.399 -7.380 0.1 0.1 0.0 0.094
H 4.550 2.853 -6.187 0.0 0.0 0.0 0.085
H 0.986 1.849 -4.548 -0.1 0.0 -0.1 0.087
H 1.289 0.512 -5.671 -0.1 0.0 0.0 0.095
H 1.021 2.154 -6.302 0.0 0.0 0.0 0.090
C -2.893 1.830 -6.232 0.0 -0.1 -0.1 -0.372
O -2.988 2.021 -7.428 0.0 0.1 0.1 0.012
N -3.160 2.738 -5.275 0.1 -0.2 0.0 -0.193
C -3.012 2.429 -3.869 -0.2 0.3 -0.3 -0.073
C -3.610 4.069 -5.663 0.1 -0.3 -0.1 -0.035
H -2.563 0.857 -5.822 0.0 0.0 0.0 0.127
H -3.977 2.552 -3.370 0.1 0.0 0.2 0.098
H -2.287 3.111 -3.426 0.0 0.0 0.1 0.078
H -2.669 1.404 -3.734 0.0 0.0 -0.1 0.076
H -4.533 3.984 -6.236 0.0 0.1 0.0 0.101
H -2.851 4.537 -6.293 -0.1 0.1 0.0 0.096
H -3.782 4.681 -4.782 0.0 -0.2 -0.1 0.047
C -3.485 -4.717 5.116 -0.2 0.0 -0.1 -0.373
O -3.656 -5.919 5.112 0.2 0.0 0.0 0.021
N -2.672 -4.054 5.966 0.0 0.2 -0.2 -0.198
C -2.509 -2.613 5.910 0.1 -0.3 0.3 -0.054
C -1.938 -4.811 6.966 -0.2 -0.1 -0.1 -0.036
H -3.995 -4.051 4.397 0.0 0.0 0.0 0.133
H -1.464 -2.383 5.722 0.0 0.2 0.1 0.054
H -2.814 -2.174 6.863 0.0 0.1 -0.1 0.096
H -3.118 -2.189 5.113 0.0 -0.1 0.0 0.085
H -1.295 -5.543 6.474 0.0 -0.1 0.1 0.088
H -2.639 -5.346 7.607 0.1 -0.1 0.0 0.097
H -1.331 -4.140 7.570 0.0 0.1 0.0 0.088
C -4.427 7.663 -4.320 -0.1 0.0 -0.1 -0.330
O -4.632 6.466 -4.214 0.0 0.2 0.2 -0.007
N -3.459 8.339 -3.677 0.0 0.1 -0.1 -0.198
C -3.272 9.768 -3.850 0.1 -0.2 0.2 -0.053
C -2.574 7.615 -2.782 -0.2 -0.2 -0.1 -0.041
H -5.042 8.303 -4.972 0.0 0.0 0.0 0.138
H -2.271 9.960 -4.241 0.0 0.1 0.0 0.091
H -3.385 10.270 -2.888 0.0 0.1 -0.1 0.091
H -4.006 10.167 -4.547 0.0 -0.1 0.0 0.085
H -2.051 6.834 -3.338 0.0 0.0 0.1 0.088
H -3.159 7.142 -1.992 0.1 0.0 0.0 0.092
H -1.849 8.295 -2.342 0.0 0.1 0.0 0.086
```
Positions in Å, forces in eV/Å.

Computed properties:
* HOMO: -0.385 hartree
* charge: +1



Going through the records in order, we get frontier orbital gap values of 8.615, 7.399 eV.